The following is a DFT calculation (ωB97M-V with the def2-TZVPD basis set) of a structure of composition C46H60N5O29PY.

```
142
C46H60N5O29PY, DFT ωB97M-V with the def2-TZVPD basis set
Y -1.613 2.438 -0.142
P -0.331 0.151 -0.440
O -0.056 4.333 -0.255
O 3.803 1.739 -3.512
O 0.652 -3.208 6.988
O 0.271 -1.189 -0.767
O 4.401 0.849 -6.094
O 4.659 3.111 1.930
O 0.399 1.489 -0.683
O 0.915 -2.002 -3.022
O -3.784 2.180 -1.152
O 5.027 -1.356 -1.170
O -3.195 1.984 1.540
O -1.519 0.623 -1.267
O -1.437 -6.132 -1.449
O 1.259 -2.080 1.482
O -1.342 -4.559 5.670
O -0.612 0.448 -7.977
O -3.876 -1.746 -5.421
O 1.504 -2.758 -5.773
O -0.695 3.158 1.903
O -1.055 0.459 0.830
O 6.998 -0.731 0.532
O 0.431 0.046 3.503
O 1.939 -3.743 -0.711
O -2.583 -0.902 -3.044
O 0.350 1.593 -5.722
O -1.997 -1.059 2.593
O 6.346 -4.443 1.077
O 5.384 -3.050 3.381
O 2.374 2.152 0.710
N 2.022 5.004 -1.160
N -1.541 -3.224 -1.266
N -4.644 2.640 3.145
N 0.598 4.335 3.357
N -5.530 0.744 -0.697
C -2.873 -1.067 -5.416
C 2.057 -1.805 -5.141
C -5.020 1.963 -1.143
C -5.213 3.746 2.415
C -3.636 1.870 2.694
C 4.724 2.039 1.358
C -2.307 -5.511 -0.492
C -1.932 -4.078 -0.064
C -0.010 -0.950 4.022
C 0.780 5.213 -0.556
C -6.997 0.597 -0.636
C -2.351 -0.557 -6.674
C -1.208 0.505 -4.352
C 2.605 3.755 -1.712
C -1.218 0.178 -6.811
C 5.072 -3.950 1.178
C 3.593 1.487 0.508
C 5.899 -0.015 0.601
C 4.697 -3.206 2.427
C 0.198 -2.670 5.823
C 5.843 1.130 1.413
C -4.685 -0.343 -0.186
C 4.846 -0.384 -0.408
C 3.291 0.702 -3.968
C -0.667 0.875 -5.651
C 3.587 0.109 -5.308
C -1.280 -1.682 3.563
C 3.367 -2.650 2.387
C 3.056 6.074 -1.215
C 2.470 -2.747 1.399
C 2.786 -3.546 0.196
C 1.580 4.506 4.390
C -0.974 -3.449 5.294
C 0.607 -1.517 5.223
C 1.708 -1.246 -3.808
C -0.117 5.581 3.093
C -0.297 -6.793 -0.880
C 2.343 -0.138 -3.264
C 3.641 0.390 -0.198
C -5.303 2.340 4.429
C 4.195 -4.150 0.116
C -1.706 -2.803 4.169
C 3.092 -1.021 -5.824
C 0.227 3.193 2.714
C -3.012 -3.403 0.747
C -2.199 -0.485 -4.231
H -5.200 3.243 5.030
H 0.842 -2.044 0.618
H 1.480 -1.073 5.679
H -0.793 5.594 2.237
H -1.006 -3.769 -1.926
H 4.561 -4.685 -0.748
H 3.366 -1.331 -6.822
H 3.007 -2.079 3.230
H -2.556 -6.140 0.363
H 0.699 6.272 -0.265
H 1.610 1.777 0.265
H -1.340 -0.630 2.040
H 0.775 2.281 2.999
H -7.540 1.179 -1.381
H 3.596 6.236 -2.148
H -5.228 -1.221 -0.535
H -3.245 -5.358 -1.026
H -6.264 3.716 2.126
H -3.662 -0.301 -0.558
H -2.863 -1.035 -7.496
H 0.365 -6.127 -0.325
H 0.256 -4.081 7.027
H 4.687 1.682 -5.712
H 2.720 0.001 -0.606
H -3.179 -3.793 1.751
H 0.622 6.365 2.927
H -7.311 0.816 0.384
H 3.640 3.528 -1.456
H 0.306 -7.174 -1.704
H 0.052 1.120 -7.805
H -0.958 -4.073 0.425
H 2.772 7.064 -0.856
H 3.939 5.939 -0.591
H -4.859 -0.354 0.890
H 2.303 5.269 4.103
H -4.708 3.994 1.481
H 6.747 -4.606 1.933
H -4.001 -3.486 0.296
H -0.603 -7.731 -0.417
H -2.774 -2.347 0.878
H 1.986 2.859 -1.677
H -2.299 -2.792 -1.775
H -5.861 2.582 -1.491
H -2.158 -0.278 -2.452
H -4.810 1.428 4.767
H -0.719 0.860 -3.456
H 1.961 0.162 -2.300
H 1.148 4.846 5.331
H 2.073 3.560 4.611
H -2.562 -3.368 3.832
H 0.773 -1.482 -2.228
H -7.253 -0.424 -0.920
H 7.544 -0.545 1.299
H -3.287 1.119 3.419
H -0.977 -2.458 -0.924
H 2.755 3.860 -2.787
H 6.746 1.445 1.915
H -5.128 4.652 3.013
H -6.365 2.111 4.341
H -0.594 5.844 4.037
```

HOMO-LUMO gap (spin up / spin down)	5.212 / 2.809	eV
total energy	-125821.8445	eV
strongest force on any atom	0.143	Eh/bohr
spin multiplicity	2
net charge	+2

Atom charges from the Mulliken analysis, given in e for atoms 1 to 99: 0.2807, 0.1549, -0.6088, -0.7117, -0.5415, 2.7694, -0.5454, -0.6071, 1.2714, -0.6711, -0.8398, -0.6558, 0.2814, -0.2064, -0.3402, 0.4122, -0.6069, -0.4938, -0.4958, -0.6338, -0.5849, 0.3661, -0.4351, -0.0430, -0.4838, -0.4953, -0.6549, -0.0230, -0.5475, -0.5715, -0.3020, 0.4221, 0.6859, 0.2370, 0.3667, 0.2102, 0.4042, 0.5232, -0.2296, -0.9439, 0.1119, 0.0127, -0.8733, 1.0674, 0.5355, -0.2443, -1.0628, -0.7847, -0.0723, -1.2060, 0.3394, 0.4849, -0.0229, 0.7698, -0.0416, 0.3105, -1.0826, -0.8446, 0.3766, 1.2396, 0.6766, 0.4258, 0.6081, -0.1361, -1.0699, -0.1311, 0.8398, -0.9592, 0.6065, -1.2852, -0.5155, -1.0688, -0.6353, 1.1448, 1.2944, -0.8938, -1.2263, -0.4990, -1.0551, 0.1144, -1.1401, 0.7281, 0.3352, -0.8839, 0.4626, 0.1757, 0.4951, 0.5279, 0.5148, 0.5683, 0.4552, 0.2968, -0.4856, -0.4555, 0.2664, 0.4133, 0.3769, 0.6224, 0.3720

---

The following is a DFT calculation (ωB97M-V with the def2-TZVPD basis set) of a structure of composition C24H45As3NO4SV.

```
79
C24H45As3NO4SV, DFT ωB97M-V with the def2-TZVPD basis set
As 1.516 -0.717 -0.157
As -0.837 1.823 0.500
As 2.451 3.712 2.382
V -0.887 -0.609 0.078
S -2.432 -0.234 -2.060
O -1.009 0.213 -2.056
O -2.471 -4.168 -1.017
O -3.357 0.714 -2.646
O -0.976 -2.512 -0.688
N -2.796 -0.610 -0.559
C -3.884 -3.108 -4.459
C 0.617 -1.517 4.140
C -0.927 -1.374 2.092
C 2.497 2.741 4.086
C -2.741 -3.702 -4.994
C 1.987 -1.881 -1.661
C -3.269 -2.008 -0.324
C -1.499 -3.218 -4.609
C -2.219 2.895 -0.378
C 2.945 -1.327 1.018
C 0.658 2.742 -0.416
C -2.860 -4.859 -5.950
C -2.534 -1.620 -3.163
C 2.098 2.239 -0.213
C -1.289 0.092 4.119
C -1.388 -2.182 -3.691
C -0.887 2.884 2.134
C 4.380 4.055 2.307
C -3.788 -2.067 -3.554
C 3.041 3.275 -0.841
C 2.348 0.898 -0.925
C 2.427 2.073 1.283
C -2.171 -3.027 -0.719
C -0.249 -0.620 3.256
H -0.834 0.730 4.889
H 4.656 4.675 3.161
H -3.446 -2.123 0.743
H -1.947 0.709 3.508
H 3.402 1.592 1.401
H 0.400 2.676 -1.477
H -1.975 -1.555 2.394
H 1.126 -0.954 4.936
H 1.380 -2.030 3.546
H 0.422 0.156 2.853
H -0.600 -3.666 -5.018
H 4.642 4.585 1.393
H 1.964 0.948 -1.948
H 4.935 3.116 2.352
H 1.527 -2.855 -1.505
H 1.537 2.250 4.256
H -1.906 -5.073 -6.432
H -3.178 -5.762 -5.423
H -1.965 3.949 -0.283
H 4.087 2.974 -0.720
H -4.863 -3.470 -4.757
H 3.904 -1.187 0.520
H 2.910 4.260 -0.384
H 3.281 1.981 4.066
H 3.068 -1.969 -1.758
H -1.914 -0.653 4.623
H -3.171 2.697 0.111
H 3.425 0.715 -0.982
H 2.932 -0.804 1.974
H 1.692 1.413 1.750
H -4.196 -2.245 -0.842
H 2.778 -2.389 1.200
H 0.599 3.793 -0.128
H -3.598 -4.656 -6.729
H 1.575 -1.447 -2.571
H -1.911 2.854 2.505
H -4.677 -1.589 -3.163
H -0.483 -2.378 2.013
H 2.836 3.377 -1.911
H -0.425 -1.820 -3.368
H -0.612 3.911 1.896
H -0.007 -2.286 4.609
H -2.320 2.623 -1.429
H -0.231 2.492 2.911
H 2.686 3.435 4.904
```

HOMO-LUMO gap (spin up / spin down)	5.912 / 6.886	eV
total energy	-254338.5194	eV
strongest force on any atom	0.033	Eh/bohr
spin multiplicity	4
net charge	-1

Electronic structure analysis, Mulliken charges in units of e: 1.9060, 1.6169, 0.2189, -0.1921, 1.5791, -0.6598, -0.8013, -0.8226, -0.5288, -0.6942, -0.8710, -1.8869, -1.2058, -0.9318, 1.2393, -1.4450, -0.8668, -1.0005, -1.5868, -1.5784, -2.3428, -1.5469, -0.6278, 2.5058, -1.8582, 0.1017, -1.3917, -1.1921, -0.3412, -2.2847, -2.1759, -0.5542, 0.8222, 2.7610, 0.3201, 0.4280, 0.3783, 0.2967, 1.1393, 0.5849, 0.1657, 0.3554, 0.3442, -0.8994, 0.2913, 0.3399, 0.5450, 0.3254, 0.3873, 0.0533, 0.3484, 0.3024, 0.4463, 0.4247, 0.3367, 0.4574, 0.4579, 0.3255, 0.4885, 0.5197, 0.4161, 0.6296, 0.2280, -1.0383, 0.3240, 0.4613, 0.7249, 0.3694, 0.2788, 0.5708, 0.5176, 0.4253, 0.4420, 0.3506, 0.5282, 0.4352, 0.4047, -0.0414, 0.4471

---

The following is a DFT calculation (ωB97M-V with the def2-TZVPD basis set) of a structure of composition C8H9NOS.

```
20
C8H9NOS, DFT ωB97M-V with the def2-TZVPD basis set
S -3.412 0.473 0.600
O -1.255 1.332 -0.727
N -0.880 -1.017 0.208
C 0.246 -0.242 0.160
C 2.280 1.667 0.193
C 2.531 0.363 0.583
C 1.526 -0.591 0.574
C -2.105 0.294 -0.577
C 0.026 1.081 -0.256
C -0.962 -2.307 -0.396
C 1.011 2.039 -0.234
H 3.069 2.403 0.209
H 1.725 -1.603 0.895
H -2.684 1.106 1.516
H -1.979 -2.680 -0.272
H 0.798 3.044 -0.560
H -0.695 -2.312 -1.459
H -0.283 -2.980 0.134
H -2.477 -0.151 -1.496
H 3.521 0.081 0.905
```

HOMO-LUMO gap	8.537	eV
total energy	-22812.8195	eV
strongest force on any atom	0.078	Eh/bohr
net charge	0

Electronic structure analysis, Mulliken charges in units of e: -0.1494, -0.3756, -0.2352, 0.8672, -0.4196, -0.6937, -0.4469, -0.0537, 0.4747, -1.0458, -0.8586, 0.3703, 0.3257, 0.1353, 0.3122, 0.4312, 0.3335, 0.3666, 0.2928, 0.3689

---

ΔE to the lowest compared entry with this formula, charge and spin / kJ/mol: 0.0, 0.0, 234.1